Record 1
A 18-piece molecular cluster, C21H41Cl35NO4P overall in a non-equilibrium geometry, computed with ωB97M-V/def2-TZVPD.

Calculated values
Frontier orbital gap = 9.7 eV

ORCA input file:
```
! RIJCOSX wB97M-V def2-TZVPD def2/J DEFGRID3
* xyz 0 1
C -2.0578 1.1500 -5.2199
C -1.1414 0.2289 -5.0327
C 0.1060 0.1530 -5.8673
N 1.2465 0.7224 -5.1202
Cl 2.4879 1.3576 -6.1187
C 1.8266 -0.1791 -4.1750
O 1.9436 -1.3532 -4.3480
O 2.2807 0.4186 -3.0382
P 1.2708 0.9301 -1.8034
O 0.2477 1.9551 -2.5183
O 0.3774 -0.4021 -1.6142
H -2.9281 1.1849 -4.5741
H -1.9595 1.8653 -6.0295
H -1.2483 -0.4952 -4.2301
H -0.0272 0.7658 -6.7599
H 0.3243 -0.8686 -6.1965
H 0.5330 2.8533 -2.3023
H 0.1447 -0.8637 -2.4353
C 5.5525 3.4788 -6.4082
Cl 4.9779 3.9542 -8.0163
Cl 6.2885 4.8370 -5.5444
H 4.7016 3.1264 -5.8389
H 6.2940 2.6963 -6.5184
C 9.0870 2.8784 -4.0552
Cl 8.5523 1.4091 -4.8941
Cl 10.6693 2.6696 -3.3003
H 9.1500 3.6780 -4.7829
H 8.3633 3.1143 -3.2843
C 5.6960 1.7380 -2.2157
Cl 5.1482 2.2213 -3.8270
Cl 6.4354 3.0813 -1.3349
H 4.8369 1.3874 -1.6551
H 6.4308 0.9498 -2.3334
C -2.3441 -3.9905 -6.3542
Cl -2.0935 -2.4171 -5.5784
Cl -1.1854 -5.1782 -5.7529
H -3.3461 -4.3342 -6.1272
H -2.2099 -3.8691 -7.4224
C -1.3750 -0.1328 1.6948
Cl -1.2687 0.7406 3.2310
Cl -1.7156 0.9214 0.3270
H -0.4199 -0.6144 1.5137
H -2.1680 -0.8696 1.7701
C -6.4262 1.5131 -5.0900
Cl -5.2849 0.9862 -3.8471
Cl -5.8432 2.9287 -5.9733
H -6.5614 0.7014 -5.7943
H -7.3619 1.7683 -4.6076
C -2.5462 -1.5951 6.3689
Cl -3.6927 -0.4045 6.9949
Cl -1.4907 -2.2264 7.6459
H -3.1053 -2.4206 5.9472
H -1.9316 -1.1215 5.6131
C 3.2204 6.8555 -4.5792
Cl 3.1324 8.6122 -4.7505
Cl 2.7098 6.3153 -2.9726
H 2.5672 6.4043 -5.3168
H 4.2460 6.5443 -4.7329
C -5.4420 -3.5670 7.8451
Cl -6.4685 -2.1567 8.0940
Cl -5.7259 -4.3395 6.2761
H -4.4066 -3.2443 7.8830
H -5.6469 -4.2885 8.6265
C -1.4634 -0.1370 11.1980
Cl -1.4733 1.4934 11.8856
Cl -3.0865 -0.6996 10.7858
H -0.8659 -0.1268 10.2931
H -1.0413 -0.8062 11.9388
C -0.3495 -1.6251 15.3125
Cl 0.5485 -1.3442 13.8132
Cl -1.3270 -3.0933 15.2393
H 0.3646 -1.7241 16.1208
H -1.0073 -0.7798 15.4756
C 1.1031 -5.8558 -2.3468
Cl 0.1467 -4.3661 -2.2764
Cl 0.9214 -6.7073 -3.8842
H 2.1478 -5.5987 -2.2205
H 0.7649 -6.5093 -1.5519
C 2.3005 2.4176 -10.5363
Cl 1.5818 3.9254 -11.1111
Cl 1.4015 1.7160 -9.1840
H 2.3051 1.7046 -11.3518
H 3.3080 2.6249 -10.1956
C -1.4988 -4.4038 3.7683
Cl -2.3990 -2.9238 3.3951
Cl -2.1155 -5.2057 5.2165
H -1.5864 -5.0816 2.9279
H -0.4656 -4.1263 3.9358
C 1.5017 -2.5452 0.4257
Cl 2.4829 -1.2591 1.1255
Cl 1.1594 -3.8359 1.5983
H 0.5619 -2.1219 0.0946
H 2.0326 -2.9802 -0.4124
C -5.7208 -2.1143 1.1474
Cl -4.0351 -2.0046 0.6148
Cl -6.7083 -0.8032 0.4997
H -6.1246 -3.0575 0.8001
H -5.7384 -2.0614 2.2299
C -1.9308 4.4795 9.1110
Cl -2.5302 3.0084 8.3397
Cl -0.2346 4.3407 9.5916
H -2.0187 5.2963 8.4049
H -2.5235 4.6696 9.9978
*
```

These are the Löwdin partial charges, in e, on atoms 1 to 5: 0.02 -0.28 -0.25 -0.44 0.71



Record 2
One molecule with the formula C3H5ClN2O in a non-equilibrium geometry, computed with ωB97M-V/def2-TZVPD.

Calculated values
Frontier orbital gap = 10.4 eV
Relative energy (zero: lowest compared OMol25 entry of this formula, charge and spin) = 48.3 kcal/mol
SMILES = NNC(=O)/C=C/Cl

ORCA input file:
```
! RIJCOSX wB97M-V def2-TZVPD def2/J DEFGRID3
* xyz 0 1
N -0.8359 1.8112 -1.2307
N -0.3402 1.9702 0.0668
C 0.1526 1.0909 0.9771
O 0.6264 1.5948 2.0189
C 0.2609 -0.2872 0.6926
C -0.0538 -0.9303 -0.4105
Cl 0.1889 -2.6250 -0.7853
H -1.7949 2.0073 -1.2052
H -0.3871 2.6102 -1.7282
H -0.2430 2.8882 0.5389
H 0.7614 -0.9110 1.5068
H -0.4849 -0.4382 -1.3219
*
```

These are the natural (NBO) partial charges, in e, on atoms 1 to 5: -0.63 -0.47 0.61 -0.62 -0.35



Record 3
One molecule with the formula C2H3N5O in a non-equilibrium geometry, computed with ωB97M-V/def2-TZVPD.

Calculated values
Frontier orbital gap = 10.7 eV
Relative energy (zero: lowest compared OMol25 entry of this formula, charge and spin) = 33.6 kcal/mol
SMILES = NC(=O)c1nn[nH]n1

ORCA input file:
```
! RIJCOSX wB97M-V def2-TZVPD def2/J DEFGRID3
* xyz 0 1
N 1.9752 0.7006 -0.1226
C 1.2642 -0.5166 -0.0764
O 1.8256 -1.5677 0.0237
C -0.1686 -0.4488 -0.1131
N -1.0221 -1.4904 -0.0775
N -2.2305 -1.0094 -0.0254
N -2.0552 0.3159 0.0124
N -0.7880 0.7752 -0.0049
H 1.3890 1.4876 -0.2892
H 2.6314 0.7677 0.6504
H -2.8210 0.9858 0.0225
*
```

These are the natural (NBO) partial charges, in e, on atoms 1 to 5: -0.83 0.61 -0.52 0.13 -0.20



Record 4
One molecule with the formula C20H22N2O3, computed with ωB97M-V/def2-TZVPD.

Calculated values
Frontier orbital gap = 8.2 eV
Relative energy (zero: lowest compared OMol25 entry of this formula, charge and spin) = 37.6 kcal/mol
SMILES = CCn1c(C)c(C(=O)Nc2ccc(OC)cc2)c2cc(OC)ccc21

ORCA input file:
```
! RIJCOSX wB97M-V def2-TZVPD def2/J DEFGRID3
* xyz 0 1
C -3.9301 -3.5877 -1.0456
C -3.3153 -3.1783 0.2929
N -2.5747 -1.9490 0.1849
C -1.2316 -1.8181 -0.0472
C -0.3574 -3.0157 -0.2064
C -0.9068 -0.4818 -0.1577
C 0.4023 0.1402 -0.4094
O 0.5467 1.1214 -1.1103
N 1.4313 -0.4933 0.2462
C 2.7990 -0.2123 0.2173
C 3.6412 -0.9684 1.0342
C 5.0001 -0.7484 1.0377
C 5.5599 0.2361 0.2228
O 6.9173 0.3729 0.3010
C 7.5351 1.3524 -0.4958
C 4.7234 0.9897 -0.5911
C 3.3572 0.7675 -0.5942
C -2.1281 0.2548 -0.0205
C -2.4275 1.6091 -0.0448
C -3.7442 2.0020 0.1470
O -3.9698 3.3512 0.1069
C -5.2810 3.8257 0.2694
C -4.7473 1.0484 0.3679
C -4.4597 -0.3024 0.3976
C -3.1466 -0.6983 0.2023
H -4.4995 -4.5063 -0.9309
H -4.5928 -2.8053 -1.4066
H -3.1551 -3.7471 -1.7914
H -4.1083 -3.0328 1.0324
H -2.6520 -3.9645 0.6605
H -0.1406 -3.4811 0.7577
H -0.8390 -3.7615 -0.8367
H 0.5807 -2.7337 -0.6769
H 1.1682 -1.2206 0.8950
H 3.2226 -1.7352 1.6718
H 5.6550 -1.3295 1.6674
H 7.3758 1.1634 -1.5626
H 8.5992 1.2849 -0.2742
H 7.1777 2.3574 -0.2484
H 5.1191 1.7601 -1.2335
H 2.7167 1.3594 -1.2259
H -1.6628 2.3459 -0.2240
H -5.2134 4.9096 0.1863
H -5.9498 3.4470 -0.5114
H -5.6883 3.5663 1.2531
H -5.7694 1.3583 0.5176
H -5.2511 -1.0169 0.5691
*
```

These are the natural (NBO) partial charges, in e, on atoms 1 to 5: -0.61 -0.20 -0.35 0.24 -0.67



Record 5
A 13-piece molecular cluster, C5H38N3O12 overall in a non-equilibrium geometry, computed with ωB97M-V/def2-TZVPD.

Calculated values
Expectation value of S² = 0.751
Frontier orbital gap (spin up / spin down) = 2.6 / 10.2 eV
Relative energy (zero: lowest compared OMol25 entry of this formula, charge and spin) = 22.3 kcal/mol

ORCA input file:
```
! RIJCOSX wB97M-V def2-TZVPD def2/J DEFGRID3
* xyz 0 2
C -3.7010 -1.0678 0.0530
C -2.9434 -0.1542 1.0607
C -1.7993 -0.9990 1.6384
C -0.3183 -1.0372 1.2826
N 0.5763 -0.0222 1.8225
C 0.7905 -0.0607 3.1138
N 1.5098 0.9571 3.6888
N 0.3640 -1.0123 3.9554
H -4.1159 -1.8331 0.7082
H -3.0465 -1.4216 -0.7249
H -4.4470 -0.5660 -0.6172
H -3.5253 0.3277 1.8441
H -2.5667 0.7712 0.5145
H -1.9021 -0.9987 2.7358
H -2.0377 -2.0075 1.2929
H -0.4554 -1.0031 0.1654
H 0.1563 -2.0001 1.5618
H 0.6802 0.8272 1.2140
H 1.2471 1.8650 3.2984
H 1.4713 0.9764 4.6897
H -0.2836 -1.7011 3.5800
H 0.7811 -1.1289 4.8536
H 3.4660 1.5230 -1.0237
H 3.6753 2.7041 -1.9533
O 3.6132 2.4749 -1.0212
H 3.0120 -2.4612 0.6803
H 3.1941 -1.0699 1.0369
O 3.4072 -1.6633 0.2958
H -0.0644 -3.8048 0.8620
H 0.3577 -4.9917 1.6256
O -0.1039 -4.1522 1.7667
H -0.5213 -3.3437 -1.6136
H 0.9674 -3.4856 -1.2679
O 0.1062 -3.9410 -1.1131
H -0.3914 2.8771 1.5876
H 0.9350 3.7498 1.9487
O 0.3643 3.0130 2.1684
H 1.7660 -1.4219 -2.5352
H 2.6064 -1.5580 -1.2216
O 1.9261 -1.9916 -1.7726
H 2.4058 3.9100 -1.9922
H 1.0908 4.7473 -1.9297
O 1.4801 3.8863 -1.7619
H -1.0472 3.7204 -0.3041
H -1.8816 2.5855 -0.8509
O -1.2300 2.7850 -0.1536
H -1.1032 -1.0660 -3.3575
H -2.3677 -1.2414 -4.3651
O -2.0397 -0.8967 -3.5299
H 1.3520 2.3570 -0.6823
H 0.5392 1.2032 -1.3073
O 1.0660 1.4408 -0.5332
H -2.1604 0.7141 -2.7338
H -3.3870 1.5603 -2.5742
O -2.4848 1.4987 -2.2426
H 1.8831 -0.0207 -4.4110
H 1.1801 1.1003 -3.8246
O 1.9542 0.5479 -3.6272
*
```

These are the natural (NBO) partial charges, in e, on atoms 1 to 5: -0.62 -0.42 -0.42 -0.28 -0.58



Record 6
A 2-piece molecular cluster, C6H10N overall in a non-equilibrium geometry, computed with ωB97M-V/def2-TZVPD.

Calculated values
Frontier orbital gap (spin up / spin down) = 8.5 / 8.5 eV
Relative energy (zero: lowest compared OMol25 entry of this formula, charge and spin) = 136.1 kcal/mol

ORCA input file:
```
! RIJCOSX wB97M-V def2-TZVPD def2/J DEFGRID3
* xyz 1 1
C 2.0328 -1.3933 -1.1524
C 1.2134 -0.5468 -0.9155
C -1.5481 -0.2397 -1.4356
C -1.2272 0.5776 -0.4306
C 0.7040 1.4062 0.7871
C -0.3963 -0.7875 1.3306
N -0.1460 0.2783 0.3118
H 2.6752 -1.7831 -1.8535
H -2.4164 -0.0792 -2.0392
H -0.8567 -0.9825 -1.7080
H -1.7084 1.4864 -0.2398
H 0.9027 2.1058 -0.0541
H 0.2687 1.9858 1.5948
H 1.6446 0.9400 1.0393
H -1.0493 -1.5572 0.9279
H 0.5839 -1.1915 1.5935
H -0.6768 -0.2190 2.2437
*
```

These are the natural (NBO) partial charges, in e, on atoms 1 to 5: -0.20 0.08 -0.25 -0.12 -0.42



Let's list DFT total energy in order: -17628.503985; -762.200131; -427.004146; -1110.567778; -1280.335827; -288.866054 hartree.